1.
Entry from OMol25: a molecular structure, C30H50Cl10MgO19S in a non-equilibrium geometry (ωB97M-V with the def2-TZVPD basis set).

```
111
C30H50Cl10MgO19S, DFT ωB97M-V with the def2-TZVPD basis set
Mg -24.31588 -11.84800 17.58842
S -24.36877 -10.00699 15.88876
O -24.64785 -11.46066 15.74639
O -23.22274 -9.66528 15.06384
O -25.52815 -9.16239 15.64584
O -23.96985 -10.01021 17.33529
C -25.63284 -8.22607 10.41895
C -26.20153 -9.29186 11.33366
C -26.57359 -8.78960 12.75911
O -27.99667 -8.90612 12.78383
C -28.47783 -9.28472 11.60466
O -29.63479 -9.28597 11.31427
O -27.48423 -9.65114 10.76851
H -26.34346 -7.40695 10.30523
H -25.44222 -8.63175 9.42423
H -24.68332 -7.82284 10.77539
H -25.52362 -10.13874 11.41758
H -26.26244 -7.77744 13.00712
H -26.20186 -9.47707 13.51382
C -26.04039 -17.80742 19.12033
C -25.16621 -17.12876 18.08775
C -25.78069 -17.04900 16.66671
O -25.90794 -15.64130 16.45081
C -25.25035 -14.97988 17.39266
O -25.09889 -13.79247 17.39489
O -24.96173 -15.75399 18.43730
H -26.96679 -17.25462 19.28105
H -25.54378 -17.92539 20.08274
H -26.28212 -18.81932 18.78940
H -24.20500 -17.64268 18.07878
H -26.74385 -17.55140 16.64350
H -25.12395 -17.50280 15.92915
C -29.77885 -10.75760 14.80167
C -29.60317 -11.50062 16.11952
C -29.16351 -12.96787 16.04950
O -27.87444 -13.03003 16.65060
C -27.57884 -11.79362 17.15282
O -26.58548 -11.59173 17.77593
O -28.53982 -10.93967 16.89446
H -30.47687 -11.30594 14.16597
H -28.85279 -10.68007 14.22793
H -30.19371 -9.77051 14.99377
H -30.55473 -11.44589 16.65143
H -29.05523 -13.22655 14.99303
H -29.90672 -13.60235 16.52481
C -18.15067 -13.97165 17.34029
C -19.07034 -12.99715 16.63733
C -19.66861 -13.46869 15.32064
O -21.06402 -13.23152 15.42220
C -21.32517 -12.82078 16.64968
O -22.40715 -12.43968 16.99764
O -20.28511 -12.95268 17.45798
H -18.52727 -14.98431 17.19505
H -18.04325 -13.77077 18.40559
H -17.11547 -13.95440 16.99153
H -18.65403 -11.99146 16.56867
H -19.46501 -14.53139 15.16459
H -19.23343 -12.98420 14.44794
C -24.70511 -14.18347 13.48698
C -26.10666 -13.71491 13.82499
C -26.30984 -12.27383 13.42194
O -27.45134 -12.25085 12.56145
C -27.76795 -13.51926 12.24581
O -28.64294 -13.78400 11.48884
O -26.94430 -14.40210 12.84021
H -23.94687 -13.70958 14.11616
H -24.47835 -14.01656 12.43618
H -24.63758 -15.25730 13.68612
H -26.43391 -13.95910 14.83018
H -25.43195 -11.85698 12.92980
H -26.48461 -11.67106 14.31224
Cl -20.89631 -12.94578 12.09703
C -21.28821 -11.26515 12.63415
C -22.75104 -10.89907 12.41757
Cl -23.36137 -11.42425 10.81866
H -20.56211 -10.60506 12.17083
H -21.11600 -11.28776 13.70921
H -22.88368 -9.82612 12.53528
H -23.35286 -11.38174 13.18332
Cl -24.03263 -5.86582 12.49512
C -23.73329 -6.68204 14.04623
C -24.31142 -6.01904 15.28051
Cl -23.31053 -4.62900 15.83673
H -22.65437 -6.75442 14.18929
H -24.13457 -7.69253 14.01355
H -24.36786 -6.75756 16.07767
H -25.32508 -5.65798 15.11472
Cl -28.20538 -6.29796 18.05506
C -28.21582 -7.61388 16.84154
C -27.79960 -7.18069 15.46593
Cl -28.99049 -6.03801 14.73176
H -29.22322 -8.01901 16.86332
H -27.53488 -8.38408 17.19462
H -27.76640 -8.06690 14.83747
H -26.83989 -6.67663 15.45265
Cl -20.77711 -6.89276 17.95054
C -21.37509 -8.20690 16.90803
C -20.36562 -8.65454 15.90211
Cl -20.04643 -7.38607 14.69672
H -22.21920 -7.81665 16.34547
H -21.71193 -9.03087 17.53050
H -20.74783 -9.44233 15.25728
H -19.43281 -8.93100 16.39570
Cl -27.37286 -8.62494 20.52112
C -25.84604 -8.81732 19.64908
C -25.06966 -7.52994 19.45862
Cl -24.10063 -7.10476 20.89217
H -26.07225 -9.06313 18.61000
H -25.26266 -9.60266 20.11847
H -25.73556 -6.69274 19.25141
H -24.44589 -7.57681 18.56618
```

ΔE to the lowest compared entry with this formula, charge and spin, eV: 0.000
HOMO energy, Ha: -0.366
Frontier orbital gap, eV: 8.0856


2.
Entry from OMol25: a molecular structure, C30H50I2N7O7P2SbSi3Ti in a non-equilibrium geometry (ωB97M-V with the def2-TZVPD basis set).

```
103
C30H50I2N7O7P2SbSi3Ti, DFT ωB97M-V with the def2-TZVPD basis set
Ti -0.20942 -0.60795 0.00089
C 1.49773 2.13161 4.28753
Sb 0.33224 1.84792 2.49645
C 1.23442 -0.02054 1.57068
C 0.54629 -1.05140 2.44789
C 0.81146 -1.40974 3.77180
C 0.10033 -2.44451 4.35361
C -0.85487 -3.12958 3.61614
C -1.06969 -2.74468 2.31283
N -0.41259 -1.72118 1.77437
Si 3.09502 -0.26274 1.61121
C 3.98804 0.13240 3.20948
C 3.48154 -2.07658 1.36911
C 3.96701 0.73642 0.28962
C 0.68529 3.92005 1.61921
C 0.88583 3.76498 0.11680
C 0.42875 4.72076 -0.80957
C 0.71316 4.58233 -2.15295
C 1.48595 3.50786 -2.57053
C 1.90806 2.61800 -1.60330
N 1.59750 2.71665 -0.30855
Si 2.18653 4.90653 2.22899
C 1.92747 5.67262 3.91258
C 2.50000 6.34003 1.07803
C 3.72649 3.86352 2.21452
Si -0.96927 4.71057 2.06593
C -2.28097 3.90913 0.98569
C -1.42559 4.43321 3.85189
C -1.10041 6.56320 1.83050
H 1.63199 1.17653 4.78882
H 0.88409 2.76822 4.92958
H 2.46488 2.60212 4.13096
H 1.59249 -0.90027 4.31513
H 0.30377 -2.73046 5.37914
H -1.40753 -3.96040 4.03140
H -1.75905 -3.26814 1.66515
H 3.76904 -0.59218 4.00209
H 3.82347 1.13169 3.60318
H 5.05577 0.04138 2.97541
H 2.75664 -2.71370 1.88473
H 4.47062 -2.28604 1.79520
H 3.49579 -2.41372 0.32937
H 3.38348 1.61621 0.00421
H 4.16497 0.15314 -0.61303
H 4.93480 1.07586 0.67484
H -0.12540 5.58214 -0.46694
H 0.35727 5.31819 -2.86457
H 1.76250 3.36700 -3.60716
H 2.53659 1.77421 -1.87469
H 1.14022 6.43406 3.88704
H 2.85749 6.17534 4.20765
H 1.68059 4.95296 4.69313
H 1.65261 7.03098 1.01928
H 2.73391 5.99963 0.06511
H 3.36603 6.90155 1.44990
H 3.49800 2.79856 2.22119
H 4.35707 4.08170 3.08423
H 4.31209 4.06683 1.31287
H -2.01538 2.85122 0.83287
H -2.32933 4.37712 -0.00365
H -3.27158 4.00554 1.45053
H -1.55900 3.38049 4.10831
H -2.37461 4.94899 4.04126
H -0.67791 4.85875 4.52928
H -1.08309 6.88426 0.78592
H -0.31062 7.10477 2.35766
H -2.05836 6.88462 2.25713
N -2.72325 1.69537 -3.21096
C -2.48672 1.86875 -1.91092
N -1.36822 1.25688 -1.58049
C -0.98602 0.69690 -2.75670
N -1.77141 0.93320 -3.77885
C 0.28063 -0.03944 -2.84068
C 0.86855 -0.28752 -4.06928
N 2.09395 -0.79110 -4.19305
C 2.72884 -1.03402 -3.05085
C 2.13802 -0.83873 -1.82024
N 0.89035 -0.36030 -1.68944
H -3.50748 2.01113 -3.75489
H -3.12225 2.45418 -1.26042
H 0.31872 -0.03848 -4.96838
H 3.73651 -1.42967 -3.10492
H 2.65077 -1.09623 -0.91510
C -5.60554 -0.74693 0.18700
C -4.18751 -1.19732 0.56122
O -4.25774 -2.31438 1.46324
P -3.25190 0.08136 1.47791
O -4.19691 1.35629 1.42114
O -3.17972 -0.41848 2.96871
O -1.89415 0.41931 0.96956
P -3.27495 -1.85208 -0.93510
O -3.89773 -0.99575 -2.14564
O -3.69539 -3.26941 -0.99234
O -1.80966 -1.46053 -0.85432
H -6.17996 -0.55166 1.09282
H -6.08558 -1.55593 -0.36483
H -5.60926 0.14631 -0.43467
H -4.29616 -3.10041 0.88555
H -3.69392 2.18598 1.48469
H -3.91101 -0.99511 3.23267
H -4.18159 -1.59405 -2.84968
I 0.61519 -3.31327 -0.67655
I 2.31536 -5.78584 -1.12012
```

ΔE to the lowest compared entry with this formula, charge and spin, eV: 2.386
HOMO energy (alpha / beta), Ha: -0.214 / -0.225
Frontier orbital gap (alpha / beta), eV: 4.5577 / 4.9954